No. 1
Computed, not measured: a 4-piece molecular cluster, C33H65BN2O11PS overall, with ωB97M-V with the def2-TZVPD basis set.

Calculated values
* HOMO: -11.2 eV
* E: -2997.8143 a.u.
* charge: +1
* Kohn-Sham gap: 7.01 eV

Atoms and positions in Å:
C  -1.5253  4.5445  -1.0764
C  -2.6495  4.1676  -2.0822
B  -2.2653  2.9474  -2.9577
O  -2.3213  2.9445  -4.3289
C  -1.8012  1.5608  -2.2965
C  -1.0485  0.6375  -2.9991
C  -0.6512  -0.5727  -2.4451
C  0.1378  -1.4708  -3.3574
C  1.6244  -1.0594  -3.3844
C  2.5238  -2.0202  -4.1644
C  2.3717  -3.5218  -3.8471
C  3.6953  -4.2257  -3.4647
C  3.7303  -4.7291  -2.0054
C  4.8479  -4.1270  -1.1358
C  5.0409  -2.6070  -1.2944
C  6.4908  -2.1993  -1.6450
C  6.5922  -1.0999  -2.7152
O  6.9867  0.1526  -2.1908
C  5.9239  0.9636  -1.7602
N  -0.9920  -0.8882  -1.1384
P  -0.4066  -2.4205  -0.5139
O  1.0996  -2.5642  -0.9664
O  -1.1763  -3.4379  -1.4353
S  -0.5334  -2.8546  1.3501
C  -1.7810  -0.0035  -0.4298
C  -2.3061  -0.2719  0.9488
C  -3.4370  -1.3619  0.9623
O  -3.7542  -1.6792  -0.3877
C  -4.6797  -0.8207  1.6708
N  -4.6245  -1.0186  3.1251
C  -2.1603  1.2024  -1.0044
H  -1.5484  5.5971  -0.8199
H  -0.5601  4.2510  -1.4872
H  -1.6773  3.9783  -0.1572
H  -3.5472  3.9364  -1.5000
H  -2.9255  5.0234  -2.6871
H  -1.7930  3.6635  -4.6952
H  -0.7755  0.8807  -4.0127
H  -0.2339  -1.2924  -4.3617
H  -0.0031  -2.5270  -3.1682
H  1.9928  -0.8890  -2.3771
H  1.6467  -0.0890  -3.8812
H  3.5431  -1.7226  -3.9355
H  2.3626  -1.8641  -5.2281
H  1.6610  -3.7290  -3.0550
H  1.9812  -4.0070  -4.7386
H  4.5603  -3.6132  -3.7074
H  3.7725  -5.1154  -4.0845
H  3.8848  -5.8045  -2.0201
H  2.7814  -4.5642  -1.4968
H  4.6293  -4.3406  -0.0944
H  5.7637  -4.6731  -1.3485
H  4.3572  -2.1728  -2.0218
H  4.7982  -2.1582  -0.3295
H  6.9999  -3.0724  -2.0475
H  7.0289  -1.9028  -0.7507
H  7.3754  -1.3821  -3.4153
H  5.6635  -1.0254  -3.2852
H  6.1096  1.9970  -2.0440
H  4.9684  0.6630  -2.1980
H  5.8017  0.9411  -0.6736
H  1.6618  -1.9912  -0.4234
H  -1.2313  -4.2625  -0.9246
H  -2.7880  0.6356  1.2908
H  -1.5336  -0.4713  1.6832
H  -3.1243  -2.2382  1.5147
H  -4.5936  -1.2809  -0.6282
H  -4.8248  0.2411  1.4628
H  -5.5517  -1.3426  1.2732
H  -5.4603  -1.4860  3.4450
H  -3.8594  -1.6195  3.4027
H  -2.7633  1.8772  -0.4235
O  -7.8743  -1.6989  8.6973
C  -7.5189  -0.7788  8.0193
O  -6.5331  -0.9804  7.1162
C  -6.1694  -0.0203  6.1232
C  -5.1584  0.9765  6.6496
C  -8.0807  0.6129  8.2015
H  -7.0530  0.4676  5.7073
H  -5.7212  -0.5943  5.3172
H  -5.5674  1.5688  7.4681
H  -4.8438  1.6555  5.8566
H  -4.2821  0.4540  7.0332
H  -7.5084  1.1244  8.9740
H  -9.1113  0.5182  8.5324
H  -8.0830  1.2142  7.2951
O  -2.4490  7.1464  -1.8721
C  -2.0758  8.1027  -2.5028
O  -1.0986  7.9291  -3.4063
C  -0.7085  8.9439  -4.3437
C  0.3210  9.8869  -3.7591
C  -2.6132  9.4878  -2.2407
H  -1.5829  9.4704  -4.7266
H  -0.2782  8.4020  -5.1837
H  -0.0764  10.4387  -2.9074
H  0.6477  10.6048  -4.5107
H  1.1882  9.3274  -3.4088
H  -2.0319  9.9441  -1.4406
H  -3.6458  9.3937  -1.9150
H  -2.6037  10.1389  -3.1110
O  4.7592  -6.2420  1.6236
C  4.1988  -5.8309  2.6002
O  4.1764  -4.4983  2.8222
C  3.3791  -3.8921  3.8429
C  4.0926  -3.8652  5.1782
C  3.5962  -6.7625  3.6257
H  2.4014  -4.3726  3.9066
H  3.2044  -2.8731  3.4989
H  4.2918  -4.8711  5.5469
H  3.4921  -3.3400  5.9212
H  5.0522  -3.3581  5.0810
H  4.3684  -7.0448  4.3398
H  3.2529  -7.6547  3.1090
H  2.7451  -6.3463  4.1596


No. 2
Computed, not measured: a 7-piece molecular cluster, C33H67FNO21S6 overall, with ωB97M-V with the def2-TZVPD basis set.

Calculated values
* HOMO: -4.9 eV
* E: -5421.4267 a.u.
* charge: -1
* Kohn-Sham gap: 6.26 eV

Atoms and positions in Å:
C  -10.6947  2.2674  -9.1557
C  -9.7873  2.6259  -8.0127
C  -10.0255  2.1617  -6.7219
C  -9.1905  2.4841  -5.6633
C  -8.0656  3.2860  -5.8620
C  -7.1282  3.6780  -4.7477
C  -6.5278  2.5644  -3.8564
C  -7.1136  2.6206  -2.4289
C  -8.5300  2.1555  -2.2795
O  -9.4732  2.9171  -2.2506
N  -5.0845  2.8765  -3.7197
C  -4.2711  1.7919  -3.1787
C  -2.9936  2.3314  -2.5428
C  -1.8677  1.3286  -2.5270
F  -2.3272  0.0882  -2.0622
C  -6.6582  1.1628  -4.5358
O  -7.2528  0.3019  -3.8589
O  -6.0786  1.0870  -5.6389
C  -7.8332  3.7549  -7.1512
C  -8.6729  3.4373  -8.2090
H  -11.4577  3.0268  -9.3168
H  -11.1951  1.3223  -8.9542
H  -10.1271  2.1407  -10.0748
H  -10.8790  1.5239  -6.5321
H  -9.4179  2.0909  -4.6865
H  -7.6197  4.4098  -4.1063
H  -6.2927  4.1929  -5.2193
H  -7.0851  3.6580  -2.0953
H  -6.4970  2.0329  -1.7526
H  -8.6770  1.0769  -2.1856
H  -4.7637  3.0274  -4.6695
H  -4.0206  1.0581  -3.9513
H  -4.8393  1.2436  -2.4354
H  -3.1934  2.6474  -1.5187
H  -2.6686  3.2062  -3.1053
H  -1.4504  1.1693  -3.5211
H  -1.0675  1.6260  -1.8496
H  -6.9634  4.3699  -7.3413
H  -8.4456  3.8142  -9.1978
O  -4.3869  -4.3308  0.6586
S  -4.5454  -2.9396  0.9856
O  -5.8174  -2.4772  1.4441
O  -4.0177  -2.0657  -0.2067
C  -4.5623  -2.2879  -1.5455
C  -5.9203  -1.6689  -1.7588
C  -3.3138  -2.5082  2.1653
H  -4.5553  -3.3618  -1.7389
H  -3.8245  -1.8183  -2.1903
H  -6.6922  -2.1420  -1.1518
H  -6.2025  -1.7515  -2.8079
H  -5.8991  -0.6085  -1.5135
H  -2.3572  -2.8947  1.8219
H  -3.6106  -2.9819  3.0989
H  -3.2719  -1.4304  2.2900
O  0.6855  -6.2854  1.1902
S  0.6815  -5.5171  -0.0206
O  1.4440  -5.9869  -1.1362
O  1.1289  -4.0309  0.3297
C  2.4153  -3.8420  0.9558
C  3.5716  -3.9494  -0.0159
C  -0.9529  -5.1414  -0.5349
H  2.5174  -4.5564  1.7752
H  2.3499  -2.8390  1.3755
H  3.6730  -4.9587  -0.4103
H  4.4969  -3.6820  0.4962
H  3.4244  -3.2715  -0.8561
H  -1.5356  -4.7902  0.3122
H  -1.3861  -6.0564  -0.9312
H  -0.8944  -4.3852  -1.3130
O  -0.0084  -1.5328  2.9056
S  -0.3279  -1.9370  4.2436
O  -1.4777  -1.3746  4.8823
O  0.9575  -1.7207  5.1446
C  1.5959  -0.4200  5.0476
C  0.8490  0.6736  5.7786
C  -0.4137  -3.6890  4.3511
H  1.7367  -0.1803  3.9950
H  2.5802  -0.5731  5.4838
H  -0.1185  0.8759  5.3221
H  1.4482  1.5836  5.7485
H  0.6775  0.3938  6.8179
H  0.4642  -4.1186  3.8871
H  -1.3116  -3.9921  3.8173
H  -0.4859  -3.9688  5.3984
O  3.6059  1.6191  3.8188
S  3.7834  2.2263  2.5301
O  4.4283  1.4601  1.5065
O  4.5340  3.5995  2.7204
C  5.8032  3.5696  3.4413
C  6.9573  3.0734  2.5976
C  2.2517  2.8435  1.9363
H  5.6774  2.9768  4.3476
H  5.9504  4.6075  3.7299
H  6.8539  2.0241  2.3326
H  7.8825  3.1840  3.1615
H  7.0320  3.6456  1.6727
H  1.7818  3.4312  2.7194
H  1.6432  1.9761  1.6874
H  2.4391  3.4414  1.0489
O  10.2093  -1.0547  -0.7226
S  9.5953  0.2379  -0.6822
O  9.3147  0.8407  0.5835
O  8.2838  0.2090  -1.5689
C  7.3252  -0.8532  -1.3289
C  6.5503  -0.6666  -0.0439
C  10.5065  1.3703  -1.6716
H  7.8475  -1.8102  -1.3575
H  6.6696  -0.8018  -2.1950
H  7.1948  -0.7749  0.8286
H  5.7595  -1.4152  0.0148
H  6.0954  0.3222  -0.0051
H  10.6996  0.9174  -2.6394
H  11.4371  1.5606  -1.1420
H  9.9313  2.2865  -1.7695
O  8.4164  -0.9143  4.1532
S  7.2366  -0.3981  4.7762
O  7.2289  0.9643  5.2226
O  6.8484  -1.3524  5.9875
C  7.8887  -1.6727  6.9394
C  8.1988  -0.5343  7.8882
C  5.8213  -0.6882  3.7864
H  8.7739  -1.9977  6.3913
H  7.4904  -2.5307  7.4767
H  8.6416  0.3123  7.3672
H  8.9021  -0.8815  8.6458
H  7.2906  -0.1897  8.3820
H  5.8138  -1.7238  3.4578
H  5.8967  -0.0167  2.9334
H  4.9367  -0.4416  4.3660


No. 3
Computed, not measured: a 5-piece molecular cluster, C33H69BrN6O6S2 overall, with ωB97M-V with the def2-TZVPD basis set.

Calculated values
* HOMO: -8.7 eV
* SMILES: CCCCCC[C@@H]1C(=O)O[C@H](CCCSC(=S)n2ccnc2)[C@H]1Br.COC[C@@H](C)N.COC[C@@H](C)N.COC[C@@H](C)N.COC[C@@H](C)N
* E: -5448.9579 a.u.
* Kohn-Sham gap: 7.65 eV

Atoms and positions in Å:
C  0.3640  1.6116  3.0703
C  1.7393  2.0139  2.3955
C  2.9193  0.9985  2.7115
C  3.8347  0.8426  1.4122
C  5.3861  1.0091  1.7436
C  6.1005  -0.3514  2.0289
C  6.5613  -1.1618  0.7747
C  6.5489  -0.5721  -0.6642
O  6.4011  0.5125  -1.1208
O  6.8395  -1.6979  -1.4687
C  5.8276  -2.6879  -1.0816
C  4.5185  -2.0245  -1.7094
C  3.4744  -3.0878  -2.2189
C  2.1579  -2.4396  -2.8417
S  2.2040  -0.6117  -3.0497
C  3.2847  -0.1957  -4.4542
S  4.5883  0.7816  -4.3201
N  2.9128  -0.7596  -5.7405
C  3.3483  -1.8854  -6.4294
C  2.5303  -1.8362  -7.6136
N  1.6583  -0.7335  -7.6016
C  1.9302  -0.0927  -6.4502
C  5.8451  -2.5651  0.5010
Br  7.0487  -3.8487  1.4420
H  -0.4107  1.5793  2.2534
H  0.3832  0.5960  3.5298
H  0.0232  2.3988  3.7840
H  1.9914  3.0627  2.7085
H  1.5650  2.0565  1.2912
H  3.5000  1.3570  3.5982
H  2.4708  0.0142  3.0187
H  3.6141  -0.1239  0.8993
H  3.5838  1.7397  0.7855
H  5.4035  1.5846  2.7132
H  5.9092  1.6722  1.0125
H  5.4117  -1.0202  2.6194
H  6.9860  -0.1734  2.6847
H  7.6289  -1.4892  0.8811
H  6.1139  -3.6719  -1.5247
H  3.9949  -1.3743  -0.9660
H  4.8874  -1.4587  -2.5999
H  3.1772  -3.7225  -1.3400
H  3.9506  -3.7316  -3.0070
H  1.3128  -2.6400  -2.1284
H  1.8714  -2.9157  -3.8124
H  4.1264  -2.5862  -6.0864
H  2.5821  -2.5810  -8.4364
H  1.5063  0.8303  -6.0141
H  4.7924  -2.6644  0.8518
C  -5.6991  2.8118  4.9966
C  -4.7909  1.6006  5.1808
C  -3.3533  1.9637  5.5847
O  -2.5588  2.4494  4.5109
C  -2.7366  3.8256  4.2256
N  -4.8125  0.7959  3.9530
H  -5.5054  3.3440  4.0641
H  -6.7454  2.4991  4.9738
H  -5.5822  3.5182  5.8225
H  -5.2163  1.0019  5.9906
H  -2.8590  1.0481  5.9247
H  -3.3312  2.6602  6.4318
H  -2.9253  4.4124  5.1291
H  -3.5453  3.9642  3.5049
H  -1.8187  4.1890  3.7588
H  -4.2822  -0.0575  4.1149
H  -4.2578  1.2947  3.2583
C  -3.2158  -2.1770  -0.5211
C  -2.3509  -1.3252  0.4027
C  -3.1277  -0.1957  1.1048
O  -3.4133  0.9231  0.2787
C  -4.5558  0.7707  -0.5469
N  -1.2096  -0.8052  -0.3615
H  -3.4499  -1.6723  -1.4592
H  -2.6962  -3.1027  -0.7781
H  -4.1570  -2.4487  -0.0367
H  -1.9642  -1.9875  1.1845
H  -2.4978  0.1929  1.9122
H  -4.0438  -0.5707  1.5781
H  -5.3410  0.1869  -0.0585
H  -4.2792  0.3154  -1.5005
H  -4.9451  1.7673  -0.7615
H  -0.5828  -0.3187  0.2763
H  -1.5608  -0.0634  -0.9649
C  3.2865  2.2370  -12.1443
C  3.2595  1.5112  -10.8024
C  3.8996  0.1109  -10.8474
O  3.0877  -0.8894  -11.4470
C  3.1367  -0.9184  -12.8621
N  1.8769  1.4586  -10.3189
H  2.5427  1.8527  -12.8434
H  3.0733  3.2988  -12.0036
H  4.2701  2.1559  -12.6150
H  3.8441  2.1127  -10.0984
H  4.0531  -0.2206  -9.8158
H  4.8912  0.1362  -11.3176
H  4.1285  -0.6611  -13.2450
H  2.3809  -0.2519  -13.2837
H  2.8922  -1.9331  -13.1818
H  1.8747  1.0602  -9.3817
H  1.3870  0.7612  -10.8760
C  -5.5534  -1.4438  8.6521
C  -5.7214  -0.1504  9.4434
C  -6.8030  -0.2335  10.5357
O  -8.1346  -0.1549  10.0503
C  -8.6586  -1.3781  9.5619
N  -5.9816  0.9480  8.5061
H  -6.3564  -1.6013  7.9308
H  -4.6179  -1.4231  8.0885
H  -5.5198  -2.3095  9.3183
H  -4.7682  0.0475  9.9445
H  -6.6826  0.6324  11.1940
H  -6.6725  -1.1230  11.1646
H  -8.2915  -2.2384  10.1286
H  -8.4287  -1.4949  8.5005
H  -9.7447  -1.3354  9.6580
H  -5.9972  1.8240  9.0237
H  -6.9411  0.8466  8.1783


No. 4
Computed, not measured: C33H69F4N5O5P2SiSn as an isolated structure, with ωB97M-V with the def2-TZVPD basis set.

Calculated values
* HOMO: -13.0 eV
* E: -3534.4733 a.u.
* charge: +2
* Kohn-Sham gap: 5.65 eV

Atoms and positions in Å:
Sn  -0.5071  -0.0411  -0.3376
C  1.1781  4.2093  -2.3433
C  0.6000  2.9674  -1.6715
N  1.2640  2.5220  -0.4434
C  1.0955  3.4659  0.6763
C  0.3207  2.8947  1.8435
C  2.6508  2.1673  -0.6749
C  3.2551  1.3679  0.4635
N  2.5137  0.1071  0.6396
C  2.6919  -0.5708  1.8820
C  1.5803  -0.8461  2.6713
F  0.3437  -0.5264  2.2435
C  1.7068  -1.4342  3.9169
F  0.6016  -1.6715  4.6225
C  2.9447  -1.7799  4.4148
C  4.0591  -1.5258  3.6383
F  5.2677  -1.8579  4.0684
C  3.9332  -0.9278  2.3971
F  5.0341  -0.7067  1.6625
H  0.5380  4.5129  -3.1715
H  2.1742  4.0310  -2.7485
H  1.2411  5.0511  -1.6526
H  0.6285  2.1312  -2.3806
H  -0.4519  3.1234  -1.4271
H  0.5975  4.3690  0.3157
H  2.0778  3.7991  1.0265
H  -0.6437  2.4956  1.5225
H  0.1346  3.6707  2.5861
H  0.8822  2.0968  2.3328
H  3.2916  3.0441  -0.8478
H  2.6955  1.5599  -1.5887
H  3.1846  1.9059  1.4105
H  4.3241  1.2172  0.2824
H  3.0423  -2.2357  5.3906
C  -3.5896  -1.3739  2.0619
P  -2.2224  -1.8072  0.9555
C  -1.4547  -3.2233  1.7765
C  -3.0509  -2.5478  -0.4861
H  -4.1855  -2.2682  2.2534
H  -4.2037  -0.6044  1.5980
H  -3.2016  -0.9938  3.0066
H  -2.1909  -4.0206  1.8953
H  -1.0984  -2.9188  2.7628
H  -0.6159  -3.5924  1.1956
H  -3.7262  -3.3413  -0.1608
H  -2.3041  -2.9650  -1.1639
H  -3.6290  -1.7949  -1.0183
C  0.8358  -6.2519  1.1181
C  1.7274  -5.2351  0.4193
C  2.3342  -4.2684  1.4284
C  2.8058  -5.9466  -0.3836
O  0.8713  -4.4979  -0.4924
Si  1.0002  -3.1413  -1.3612
O  0.7221  -1.7081  -0.6748
O  0.0146  -3.2403  -2.6479
C  -0.2102  -4.3343  -3.5822
C  1.1166  -4.9838  -3.9510
C  -0.8537  -3.7002  -4.8035
C  -1.1471  -5.3507  -2.9447
O  2.6201  -3.0716  -1.8034
C  3.3051  -1.9367  -2.1456
C  2.6384  -1.0540  -3.1895
C  4.7580  -2.4030  -2.6654
C  3.9265  -1.2779  -1.0266
H  1.4244  -6.8571  1.8077
H  0.3761  -6.9155  0.3859
H  0.0467  -5.7591  1.6828
H  2.8748  -4.8113  2.2039
H  1.5454  -3.6791  1.8981
H  3.0323  -3.5860  0.9350
H  3.4909  -6.4648  0.2883
H  3.3746  -5.2370  -0.9844
H  2.3592  -6.6862  -1.0488
H  1.7895  -4.2541  -4.4063
H  0.9518  -5.7877  -4.6680
H  1.6048  -5.4090  -3.0722
H  -0.2229  -2.9016  -5.1958
H  -1.8286  -3.2815  -4.5506
H  -0.9948  -4.4448  -5.5871
H  -0.7011  -5.7802  -2.0483
H  -1.3590  -6.1552  -3.6494
H  -2.0935  -4.8808  -2.6759
H  2.3951  -1.6603  -4.0609
H  3.2958  -0.2411  -3.4980
H  1.7118  -0.6450  -2.7890
H  4.4607  -3.0249  -3.5111
H  5.2848  -3.0271  -1.9464
H  5.3862  -1.5859  -3.0077
H  2.5932  -0.5290  -0.1690
H  4.4908  -0.3678  -1.2068
H  4.2421  -1.8794  -0.1802
C  -4.3295  1.9063  2.6620
N  -4.7584  1.6601  1.2871
C  -6.1868  1.4016  1.1545
P  -3.8197  2.2916  0.0781
O  -2.4466  1.6774  0.0631
N  -4.5814  2.0173  -1.3556
C  -4.1934  0.9604  -2.2685
C  -5.6001  2.9130  -1.8874
N  -3.7373  3.9117  0.3660
C  -2.7953  4.7227  -0.3959
C  -4.8112  4.6932  0.9667
H  -4.6145  1.0592  3.2893
H  -4.7918  2.8042  3.0818
H  -3.2467  2.0192  2.7017
H  -6.4449  0.4920  1.7028
H  -6.4507  1.2563  0.1102
H  -6.7939  2.2157  1.5636
H  -3.3940  0.3688  -1.8312
H  -3.8326  1.3798  -3.2120
H  -5.0402  0.3039  -2.4921
H  -5.8544  3.6854  -1.1666
H  -6.5128  2.3599  -2.1241
H  -5.2488  3.3974  -2.8023
H  -2.0119  4.0899  -0.8043
H  -2.3334  5.4663  0.2571
H  -3.2933  5.2490  -1.2163
H  -5.5792  4.0494  1.3858
H  -5.2790  5.3479  0.2254
H  -4.4146  5.3225  1.7661


Look up the HOMO of the first one.
-11.2 eV